Entry 1:
The following is a DFT calculation (ωB97M-V/def2-TZVPD) of one molecule with the formula C2H4N4.

Each line ends with the natural charge from an NBO analysis.
Positions of all 10 atoms, in Å:
N  0.474259  1.418476  0.309884  -0.360
N  0.027619  -1.695985  -1.023870  -0.810
N  0.733097  0.548927  -0.702585  -0.349
N  -0.655027  -0.366771  0.845120  -0.517
C  -0.334277  0.854728  1.215358  0.188
C  0.030030  -0.504919  -0.327221  0.450
H  0.972767  2.290041  0.358601  0.412
H  0.154861  -1.602651  -2.020460  0.389
H  -0.668445  1.362260  2.110605  0.204
H  -0.734884  -2.304106  -0.765431  0.391

Atoms 1-3, force components in eV/Å:
N 0.0 0.1 0.2
N -0.1 0.0 0.0
N -0.2 -0.3 0.2

Its orbital gap is 9.714 eV. As for the multiplicity: 1. Its highest occupied orbital energy is -0.319 hartree. Its total energy is -8099.305 eV. The calculation puts the energy above the lowest of the compared OMol25 structures with the same formula, charge and spin at 0.0088 eV.

Entry 2:
The following is a DFT calculation (ωB97M-V/def2-TZVPD) of a 13-piece molecular cluster, C5H33NO14 overall.

Each line ends with the natural charge from an NBO analysis.
Positions of all 53 atoms, in Å:
O  0.108378  -2.972461  3.316176  -0.972
O  0.306685  -2.514248  0.624903  -0.983
O  3.170647  0.601160  0.013372  -0.540
O  0.005711  -0.377140  4.005736  -0.986
O  -2.057648  -4.116358  -0.674489  -1.024
O  -0.712282  4.105741  3.752919  -0.996
O  1.788610  3.016910  -2.386292  -0.982
O  -1.700265  -1.719562  -1.657300  -0.732
O  -0.249687  -4.365197  -2.719895  -0.964
O  -1.340173  2.056819  -3.418718  -0.954
O  1.763124  -3.302015  -1.541491  -1.016
O  0.620690  2.026399  2.997435  -1.016
O  3.228671  2.376956  2.458451  -0.957
O  -0.851153  4.526278  -2.385136  -0.956
N  0.024963  -0.352114  -1.455028  -0.632
C  0.946078  0.569337  -0.739807  -0.387
C  -1.814794  -0.105623  0.148824  -0.521
C  -2.858280  0.815900  -0.514444  -0.602
C  -1.171599  -0.823410  -0.983895  0.767
C  2.279580  -0.061606  -0.474919  0.445
H  -0.455622  -0.185588  4.833747  0.471
H  1.061499  1.475579  -1.369935  0.283
H  -1.777516  -3.252592  -1.082807  0.504
H  -2.548246  1.857295  -0.631807  0.213
H  -2.539067  -4.051306  0.149569  0.492
H  1.103713  -2.482558  0.051913  0.501
H  -3.055813  0.422072  -1.503856  0.218
H  2.347716  -1.115692  -0.696751  0.127
H  -0.707354  -4.720655  -1.933294  0.510
H  -0.391350  -1.232265  3.710706  0.515
H  1.602364  2.024376  2.946914  0.511
H  -0.780334  1.355322  -3.056175  0.478
H  -1.110655  0.481105  0.736769  0.238
H  3.660488  2.499534  3.327881  0.486
H  -0.823771  -3.617816  -2.961241  0.488
H  0.299508  -3.188351  2.374877  0.504
H  2.697039  -3.496261  -1.745508  0.480
H  -0.148460  -3.220063  0.148014  0.486
H  -0.827132  4.026343  -3.214737  0.494
H  -3.866068  0.781929  -0.115109  0.227
H  0.359777  -0.773324  -2.307678  0.405
H  1.161809  3.685820  -2.080943  0.505
H  -2.332424  -0.810182  0.804185  0.244
H  0.210867  1.339957  3.568864  0.507
H  2.674461  3.351518  -2.495326  0.487
H  0.449001  0.933255  0.139581  0.258
H  1.200448  -3.717304  -2.214836  0.512
H  -0.267697  3.234059  3.507077  0.488
H  -1.193936  3.883036  -1.761312  0.469
H  -1.746925  1.567884  -4.138764  0.478
H  3.621539  1.659739  1.952673  0.505
H  -0.352025  4.671280  3.051274  0.452
H  0.986909  -2.771914  3.639634  0.472

Atoms 1-3, force components in eV/Å:
O 0.1 -0.6 -0.6
O 0.6 -0.2 -0.5
O -0.1 -0.8 -0.3

Its orbital gap is 9.899 eV. As for the multiplicity: 1. Its highest occupied orbital energy is -0.360 hartree. Its total energy is -35876.363 eV. The calculation puts the energy above the lowest of the compared OMol25 structures with the same formula, charge and spin at 2.4442 eV.

Entry 3:
The following is a DFT calculation (ωB97M-V/def2-TZVPD) of C6H18ClO3S2 as an isolated structure.

Each line ends with the natural charge from an NBO analysis.
Positions of all 30 atoms, in Å:
Cl  0.541219  -1.092713  -0.068810  -0.914
S  -2.786753  0.350408  1.682136  1.331
S  2.713141  -0.304206  -3.241899  1.260
O  1.896380  0.110741  -4.473403  -0.985
O  -3.965010  0.828383  2.585169  -1.038
O  -0.887219  1.283172  1.049647  -0.807
C  -3.393753  -0.621268  0.316271  -0.826
C  -2.213311  -1.063841  2.524011  -0.905
C  4.167798  -0.973736  -3.694770  -0.894
C  -0.495165  2.780747  2.914394  -0.635
C  -0.140051  2.369249  1.558957  -0.060
C  2.188010  -1.977249  -2.788722  -0.797
H  0.886974  1.949715  1.360109  0.177
H  -0.335808  1.923630  3.528877  0.198
H  -0.184271  3.205444  0.708884  0.147
H  0.109918  3.357171  3.286726  0.192
H  1.222998  -1.640129  -2.449687  0.277
H  -0.249258  0.518263  1.092697  0.516
H  -1.518859  -1.514257  1.760109  0.270
H  4.140985  -1.490387  -4.668979  0.232
H  -2.880699  -1.725439  3.151723  0.235
H  -3.907506  0.292900  -0.187435  0.218
H  -1.529630  2.950903  2.955745  0.223
H  2.216153  -2.460414  -3.630125  0.198
H  4.625584  -1.578355  -2.967782  0.238
H  -2.450087  -0.782950  -0.274962  0.268
H  -1.435734  -0.843111  3.291587  0.221
H  -3.927483  -1.404491  0.580885  0.201
H  2.716661  -2.241680  -1.869813  0.242
H  4.874776  -0.206499  -4.031540  0.218

Atoms 1-3, force components in eV/Å:
Cl 0.1 -0.1 0.3
S -5.3 -0.3 3.3
S -3.3 0.9 0.1

Its orbital gap is 7.028 eV. As for the multiplicity: 1. The net charge is -1. Its highest occupied orbital energy is -0.151 hartree. Its total energy is -46845.257 eV. The calculation puts the energy above the lowest of the compared OMol25 structures with the same formula, charge and spin at 0.0000 eV.

Entry 4:
The following is a DFT calculation (ωB97M-V/def2-TZVPD) of one molecule with the formula C4H7ClN2S.

Each line ends with the natural charge from an NBO analysis.
Positions of all 15 atoms, in Å:
Cl  -3.516815  -0.670311  -0.317593  -0.078
S  2.088949  -1.832500  -0.275961  -0.182
N  0.377612  0.216577  0.308074  -0.451
N  2.510331  0.791768  -0.008250  -0.790
C  -0.406122  0.938375  -0.665873  -0.233
C  -2.004079  -0.707228  0.696464  -0.354
C  1.647147  -0.262168  0.014695  0.271
C  -0.818169  -0.404348  -0.186961  -0.096
H  -0.928237  1.831609  -0.328365  0.213
H  3.474978  0.522366  0.144799  0.408
H  -1.996816  -1.738997  1.166869  0.235
H  2.194334  1.636389  0.471113  0.394
H  -2.068390  0.016754  1.487843  0.217
H  0.024284  0.937984  -1.679391  0.215
H  -0.579010  -1.276276  -0.827460  0.231

Atoms 1-3, force components in eV/Å:
Cl 0.6 0.1 0.4
S -0.4 0.6 0.2
N -0.5 -0.4 1.0

Its orbital gap is 9.358 eV. As for the multiplicity: 1. Its highest occupied orbital energy is -0.321 hartree. Its total energy is -30598.641 eV. The calculation puts the energy above the lowest of the compared OMol25 structures with the same formula, charge and spin at 0.6464 eV.

Entry 5:
The following is a DFT calculation (ωB97M-V/def2-TZVPD) of a 3-piece molecular cluster, C43H40BFN3O6 overall.

Each line ends with the Mulliken charge.
Positions of all 94 atoms, in Å:
F  -0.265631  -0.397979  6.365237  -0.383
O  -2.082381  0.185558  5.237628  -0.705
O  3.062952  1.274732  -5.272930  -0.672
O  -2.240973  -1.118569  0.074065  -0.586
O  -0.269364  1.750821  5.027506  -1.097
O  -6.338026  -4.410538  -0.936164  -0.701
O  0.359111  -3.329100  -4.858063  -0.678
N  5.082484  0.658279  0.617386  -0.653
N  5.503259  2.947192  0.326265  -0.753
N  5.680768  2.078027  2.440901  -0.285
C  -6.714206  -1.685559  -1.453793  -0.668
C  -0.688747  0.795355  2.850354  -2.021
C  -1.644367  -5.222610  0.564269  -0.666
C  -1.793557  -3.856991  0.395244  -0.680
C  2.063676  -2.124592  -5.947604  0.199
C  -0.934292  3.289582  2.546040  -0.684
C  0.521171  4.569669  1.114874  -0.700
C  -5.399699  -3.667533  -0.733421  0.373
C  -4.462959  -1.338055  -0.667111  0.297
C  -0.106396  1.075362  -2.546259  -0.765
C  -2.718371  -6.076399  0.334522  -0.469
C  -4.609382  0.031237  -0.850224  -0.446
C  4.083882  -1.860345  -7.833326  -0.446
C  1.301478  0.103025  -4.230591  0.263
C  2.404772  -3.202625  -6.754676  -0.549
C  -5.800913  0.537600  -1.340247  -0.714
C  -0.281986  2.098756  2.220299  1.095
C  -0.827944  -0.107807  -2.466048  -0.004
C  -0.555027  4.517513  1.998835  0.748
C  -4.089930  -4.197861  -0.259527  0.371
C  -6.849949  -0.321556  -1.649868  -0.449
C  -3.937913  -5.566154  -0.076582  -0.637
C  -3.016414  -3.339887  -0.012074  0.365
C  -0.880108  -0.416936  5.087200  -0.177
C  3.332919  1.455597  3.181116  0.609
C  3.412462  -3.070863  -7.694419  -0.468
C  1.384576  0.069505  4.187400  -1.532
C  -5.523592  -2.199067  -0.956755  0.374
C  -0.058036  0.629858  4.244603  1.628
C  2.490422  1.115248  4.423980  -0.742
C  -0.483754  -1.194516  -3.251936  -0.795
C  2.425957  0.244835  -5.194027  0.621
C  -1.318845  5.758618  2.385890  -1.492
C  0.959527  1.182693  -3.425224  -0.841
C  0.949699  -2.273792  -4.966254  0.636
C  4.838740  1.346024  3.412973  -1.848
C  0.583302  -1.095314  -4.136097  0.126
C  0.765986  2.192563  1.304289  -0.145
C  5.399833  1.933065  1.094290  0.617
C  2.751141  -0.917020  -6.072604  0.191
C  -3.161503  -1.867750  -0.175913  0.642
C  3.757690  -0.787970  -7.021143  -0.608
C  1.192522  3.396171  0.760686  -1.162
B  -1.702213  1.624780  5.548195  1.211
H  -7.776759  0.076047  -2.042181  0.386
H  1.519039  -0.378682  3.202292  0.369
H  5.190377  0.314405  3.454642  0.314
H  0.859114  5.507153  0.692090  0.335
H  -1.068037  6.112179  3.380926  0.267
H  4.279309  0.153927  -7.119723  0.472
H  1.526015  2.101349  -3.491699  0.489
H  -2.426872  2.308713  4.788181  -0.418
H  -0.405000  -0.031042  2.196567  0.419
H  4.864282  -1.755898  -8.575789  0.396
H  -5.913190  1.603977  -1.484276  0.411
H  -3.789962  0.694841  -0.608228  0.587
H  3.133908  0.796733  5.243478  0.521
H  1.287793  1.289181  1.007572  0.554
H  -0.919810  -1.442470  4.722109  0.415
H  -0.963840  -3.187502  0.576715  0.543
H  3.132089  2.480837  2.876156  0.254
H  3.063375  0.823284  2.340985  0.016
H  -1.654872  -0.167339  -1.774075  0.447
H  5.049496  1.785430  4.385126  0.577
H  -1.900572  2.049289  6.668271  -0.313
H  -2.600805  -7.143008  0.474051  0.398
H  5.660527  3.068979  2.634391  0.311
H  4.251450  0.659676  0.049076  0.263
H  1.875806  -4.139133  -6.644435  0.466
H  -7.528933  -2.356995  -1.686756  0.482
H  -1.128287  6.533805  1.645218  0.391
H  -2.385101  5.553350  2.327709  0.374
H  -1.759973  3.286376  3.243638  0.306
H  2.030642  3.471127  0.082897  0.489
H  -1.040433  -2.119588  -3.183922  0.546
H  5.043868  -0.050242  1.334294  0.332
H  3.674627  -3.910794  -8.324558  0.395
H  -0.690283  -5.624819  0.878107  0.423
H  5.340016  2.670557  -0.636454  0.251
H  -4.774725  -6.225519  -0.260394  0.482
H  1.517194  -0.739136  4.900105  0.455
H  -0.379716  1.911623  -1.915046  0.458
H  2.028673  2.040183  4.758737  0.426
H  -1.772281  0.764869  2.923039  0.563

Atoms 1-3, force components in eV/Å:
F 0.5 -1.1 0.0
O 0.2 -0.5 0.5
O 0.0 0.0 0.0

Its orbital gap is 4.835 eV. As for the multiplicity: 1. The net charge is -1. Its highest occupied orbital energy is -0.162 hartree. Its total energy is -65393.495 eV.

Entry 6:
The following is a DFT calculation (ωB97M-V/def2-TZVPD) of a 2-piece molecular cluster, C22H37Cl2FN3O2 overall.

Each line ends with the natural charge from an NBO analysis.
Positions of all 67 atoms, in Å:
Cl  -4.732764  -0.304956  -1.199744  0.012
Cl  -2.372742  -1.877180  0.451502  -0.017
F  -1.303777  -0.179842  5.877102  -0.312
O  4.207038  1.885198  0.028133  -0.553
O  -1.806033  0.399327  3.721737  -0.495
N  1.395551  -1.671123  2.420855  -0.825
N  -0.354612  -1.409827  4.083505  -0.665
N  -0.456922  -0.332316  1.794181  -0.561
C  -5.428666  -2.735094  -2.054586  -0.244
C  -3.426839  -4.068832  -0.671620  -0.203
C  -0.798519  3.185312  -1.495287  -0.408
C  -2.525723  1.223554  1.566725  -0.434
C  -2.102524  1.656854  0.094337  -0.424
C  4.792304  0.917226  0.921891  -0.071
C  0.165041  0.907369  -2.559538  -0.421
C  -4.317770  -4.782856  -1.462507  -0.199
C  0.199838  -1.154487  2.754734  0.774
C  3.935675  -0.446151  0.809046  -0.422
C  -5.320503  -4.115645  -2.152791  -0.185
C  -1.277800  0.780649  2.445693  0.236
C  2.447300  -0.492533  -2.843047  -0.409
C  -4.535888  -2.014226  -1.265862  0.034
C  0.484874  2.266422  -1.749979  -0.408
C  -0.772510  -0.062005  4.575855  0.593
C  3.858970  -0.973757  -0.713268  -0.418
C  -1.220029  3.007050  0.055718  -0.406
C  -3.530116  -2.683271  -0.567591  -0.113
C  3.288929  2.728132  0.765869  -0.269
C  2.356635  -0.688266  -1.261033  -0.407
C  1.439607  0.586301  -3.458039  -0.407
H  1.057376  0.158435  -4.443769  0.216
H  2.645985  3.286824  0.009334  0.208
H  4.719347  1.355268  1.971161  0.177
H  -0.166565  0.061908  -1.887935  0.202
H  -2.648169  -4.598175  -0.134623  0.227
H  5.855105  0.630856  0.646065  0.206
H  4.348542  -1.271723  1.475126  0.203
H  2.054559  1.500031  -3.735554  0.214
H  -0.465854  4.264710  -1.612188  0.217
H  0.959378  2.062686  -0.743833  0.178
H  2.206613  -1.420630  2.999844  0.454
H  -0.724454  1.137588  -3.241213  0.218
H  -4.229370  -5.860407  -1.539555  0.231
H  -6.018893  -4.671060  -2.768154  0.233
H  2.264509  -1.499562  -3.338162  0.210
H  -6.213644  -2.220854  -2.596667  0.240
H  -1.805364  3.914923  0.405597  0.220
H  3.837712  3.537786  1.352293  0.199
H  3.508626  -0.198621  -3.145486  0.213
H  0.290393  0.149953  1.261085  0.436
H  -1.524912  0.777268  -0.349520  0.205
H  -0.303443  2.932512  0.724089  0.172
H  4.160937  -2.056138  -0.820476  0.217
H  1.764711  -1.636813  -1.071744  0.195
H  -3.120379  2.073559  2.017054  0.246
H  -2.998704  1.882146  -0.565312  0.240
H  4.580137  -0.319585  -1.300596  0.222
H  0.115777  0.633964  4.653977  0.163
H  1.237336  2.905407  -2.325841  0.222
H  1.996923  0.214685  -0.688235  0.193
H  2.900393  -0.183270  1.227816  0.157
H  -0.598865  1.687514  2.512803  0.194
H  -1.668695  2.991026  -2.188278  0.217
H  1.552209  -2.269602  1.605406  0.461
H  2.569969  2.137307  1.417256  0.143
H  -3.190537  0.311638  1.476114  0.244
H  -1.236607  -1.934059  3.946416  0.434

Atoms 1-3, force components in eV/Å:
Cl 0.1 0.2 0.2
Cl -0.3 -0.2 -0.4
F 0.8 0.0 -2.6

Its orbital gap is 6.583 eV. As for the multiplicity: 1. The net charge is +1. Its highest occupied orbital energy is -0.429 hartree. Its total energy is -59731.526 eV.